Record 1
# C12H12BN9O2Re

A structure of composition C12H12BN9O2Re (the ωB97M-V functional and the def2-TZVPD basis, the Open Molecules 2025 dataset).

Geometry as XYZ:
```
37
C12H12BN9O2Re | the Open Molecules 2025 dataset | the ωB97M-V functional and the def2-TZVPD basis
Re 1.926 0.781 -1.292
C -1.717 2.784 -1.400
C -0.434 2.646 -1.845
N 0.148 1.583 -1.198
N -0.782 1.058 -0.349
C -1.905 1.755 -0.460
B -0.391 -0.145 0.563
N 0.866 0.351 1.382
C 1.179 0.427 2.667
C 2.502 0.883 2.821
C 2.971 1.055 1.555
N 1.971 0.746 0.654
N 0.180 -1.257 -0.448
C -0.144 -2.520 -0.602
C 0.720 -3.129 -1.561
C 1.581 -2.162 -1.949
N 1.244 -0.978 -1.286
N -1.536 -0.678 1.301
C -1.907 -0.944 2.598
C -3.154 -1.488 2.572
C -3.503 -1.537 1.202
N -2.546 -1.059 0.440
H -2.444 3.517 -1.710
H 0.110 3.225 -2.574
H -2.777 1.483 0.114
H 0.480 0.150 3.437
H 3.024 1.044 3.750
H 3.941 1.386 1.214
H -0.959 -2.949 -0.036
H 0.687 -4.154 -1.893
H 2.397 -2.188 -2.655
H -1.285 -0.736 3.450
H -3.741 -1.810 3.415
H -4.414 -1.903 0.756
O 3.023 1.713 -5.184
N 2.775 1.829 -4.078
O 1.914 1.221 -3.372
```

Results
- charge = +3
- energy relative to the best compared isomer or geometry (same formula, charge and spin) (kcal per mole) = 0.2
- energy (Eh) = -1209.6686
- max |F| (Eh/bohr) = 0.0056
- molar mass (g mol⁻¹) = 511.3
- E_LUMO (alpha / beta) (eV) = -13.670 / -13.753
- frontier orbital gap (alpha / beta) (eV) = 4.215 / 4.132
- multiplicity = 3
- ⟨S²⟩ = 2.03

---

Record 2
# C4H14NO2

A cluster of 2 separate species, C4H14NO2 in total at a distorted geometry (the ωB97M-V functional and the def2-TZVPD basis, the Open Molecules 2025 dataset).

Geometry as XYZ:
```
21
C4H14NO2 | the Open Molecules 2025 dataset | the ωB97M-V functional and the def2-TZVPD basis
O -1.961 -0.033 -0.780
C -1.708 -0.428 0.578
C -0.231 -0.040 0.912
N 0.541 -0.034 -0.386
C 2.010 0.031 -0.158
C 0.254 -0.978 1.968
H -2.861 -0.229 -1.043
H -2.338 0.159 1.236
H -1.881 -1.504 0.593
H -0.382 0.998 1.227
H 0.260 0.660 -1.106
H 0.235 -0.896 -0.847
H 2.305 -0.887 0.334
H 2.540 0.227 -1.089
H 2.242 0.938 0.401
H -0.491 -1.046 2.759
H 1.261 -0.847 2.340
H 0.176 -1.960 1.481
H -0.063 1.586 -3.481
H -0.024 2.606 -2.394
O 0.119 1.678 -2.544
```

Results
- charge = +1
- energy relative to the best compared isomer or geometry (same formula, charge and spin) (kcal per mole) = 24.5
- energy (Eh) = -365.7917
- max |F| (Eh/bohr) = 0.0545
- molar mass (g mol⁻¹) = 108.2
- E_LUMO (eV) = -2.761
- frontier orbital gap (eV) = 11.925
- multiplicity = 1

---

> The lowest molar mass belongs to which entry?

C4H14NO2

---

Copy entry 2 word for word.
# C4H14NO2

A cluster of 2 separate species, C4H14NO2 in total at a distorted geometry (the ωB97M-V functional and the def2-TZVPD basis, the Open Molecules 2025 dataset).

Geometry as XYZ:
```
21
C4H14NO2 | the Open Molecules 2025 dataset | the ωB97M-V functional and the def2-TZVPD basis
O -1.961 -0.033 -0.780
C -1.708 -0.428 0.578
C -0.231 -0.040 0.912
N 0.541 -0.034 -0.386
C 2.010 0.031 -0.158
C 0.254 -0.978 1.968
H -2.861 -0.229 -1.043
H -2.338 0.159 1.236
H -1.881 -1.504 0.593
H -0.382 0.998 1.227
H 0.260 0.660 -1.106
H 0.235 -0.896 -0.847
H 2.305 -0.887 0.334
H 2.540 0.227 -1.089
H 2.242 0.938 0.401
H -0.491 -1.046 2.759
H 1.261 -0.847 2.340
H 0.176 -1.960 1.481
H -0.063 1.586 -3.481
H -0.024 2.606 -2.394
O 0.119 1.678 -2.544
```

Results
- charge = +1
- energy relative to the best compared isomer or geometry (same formula, charge and spin) (kcal per mole) = 24.5
- energy (Eh) = -365.7917
- max |F| (Eh/bohr) = 0.0545
- molar mass (g mol⁻¹) = 108.2
- E_LUMO (eV) = -2.761
- frontier orbital gap (eV) = 11.925
- multiplicity = 1

---

Please write out number 2 again, unchanged.
# C4H14NO2

A cluster of 2 separate species, C4H14NO2 in total at a distorted geometry (the ωB97M-V functional and the def2-TZVPD basis, the Open Molecules 2025 dataset).

Geometry as XYZ:
```
21
C4H14NO2 | the Open Molecules 2025 dataset | the ωB97M-V functional and the def2-TZVPD basis
O -1.961 -0.033 -0.780
C -1.708 -0.428 0.578
C -0.231 -0.040 0.912
N 0.541 -0.034 -0.386
C 2.010 0.031 -0.158
C 0.254 -0.978 1.968
H -2.861 -0.229 -1.043
H -2.338 0.159 1.236
H -1.881 -1.504 0.593
H -0.382 0.998 1.227
H 0.260 0.660 -1.106
H 0.235 -0.896 -0.847
H 2.305 -0.887 0.334
H 2.540 0.227 -1.089
H 2.242 0.938 0.401
H -0.491 -1.046 2.759
H 1.261 -0.847 2.340
H 0.176 -1.960 1.481
H -0.063 1.586 -3.481
H -0.024 2.606 -2.394
O 0.119 1.678 -2.544
```

Results
- charge = +1
- energy relative to the best compared isomer or geometry (same formula, charge and spin) (kcal per mole) = 24.5
- energy (Eh) = -365.7917
- max |F| (Eh/bohr) = 0.0545
- molar mass (g mol⁻¹) = 108.2
- E_LUMO (eV) = -2.761
- frontier orbital gap (eV) = 11.925
- multiplicity = 1

---

> Look up the energy of the first one.

-1209.6686 Eh